Entry 1:
{
  "formula": "C34H24AsBrIN4O2S2V",
  "method": "ωB97M-V/def2-TZVPD",
  "e_lumo_ev": [-4.93, -4.08],
  "s2": 0.870,
  "charge": 1,
  "homo_ev": [-9.999, -10.023],
  "fmax_ev_per_a": 1.8,
  "de_lowest_kcal_mol": 48.7,
  "spin_multiplicity": 2,
  "symbols": ["I", "Br", "As", "V", "S", "S", "O", "O", "N", "N", "N", "N", "C", "C", "C", "C", "C", "C", "C", "C", "C", "C", "C", "C", "C", "C", "C", "C", "C", "C", "C", "C", "C", "C", "C", "C", "C", "C", "C", "C", "C", "C", "C", "C", "C", "C", "H", "H", "H", "H", "H", "H", "H", "H", "H", "H", "H", "H", "H", "H", "H", "H", "H", "H", "H", "H", "H", "H", "H", "H"],
  "coordinates": [[-2.303, -2.431, 1.524], [-6.659, 1.149, 3.370], [0.452, -1.338, -0.024], [0.123, 0.867, 0.986], [2.286, 1.037, 0.810], [-1.777, 4.499, 3.425], [-1.717, 0.608, 0.971], [-0.352, -0.044, 2.578], [-0.344, 2.809, 2.203], [-0.089, 2.288, -0.576], [-0.007, 4.461, -0.973], [-3.336, -0.064, 5.467], [2.325, -2.414, 1.845], [0.413, 2.487, -1.877], [-1.335, -3.533, -3.132], [4.421, -0.094, -2.395], [4.035, 0.558, -1.236], [-0.331, 3.496, -0.103], [0.848, -4.072, 0.925], [1.283, 2.085, -4.043], [-3.924, 0.626, 2.827], [2.607, -4.726, 2.434], [-1.552, -1.012, -1.995], [2.870, 0.147, -0.598], [1.530, -5.057, 1.623], [2.993, -3.400, 2.558], [0.783, 1.575, -2.864], [0.482, 3.852, -2.125], [-2.396, -0.109, 4.525], [1.266, -2.756, 1.016], [-0.802, 3.112, 3.391], [-1.580, 4.706, 1.745], [2.516, -1.572, -2.217], [3.663, -1.153, -2.885], [-0.792, 3.723, 1.262], [-2.251, -2.619, -3.637], [-4.572, 0.295, 5.102], [-0.639, -1.932, -1.491], [-2.654, 0.223, 3.201], [-0.519, -3.191, -2.063], [2.100, -0.920, -1.064], [1.395, 3.471, -4.260], [-2.354, -1.355, -3.072], [-1.596, 0.120, 2.201], [-4.896, 0.650, 3.798], [0.980, 4.381, -3.311], [0.200, -3.902, -1.691], [3.133, -5.499, 2.983], [1.796, 3.830, -5.200], [-5.333, 0.299, 5.876], [1.203, -6.087, 1.543], [-0.030, -4.331, 0.362], [-2.892, -2.895, -4.467], [0.661, 0.514, -2.726], [3.815, -3.128, 3.209], [-1.405, -0.429, 4.825], [5.319, 0.222, -2.915], [-0.065, 5.448, -0.794], [-1.255, -4.522, -3.569], [-1.663, -0.045, -1.528], [-0.574, 2.543, 4.286], [1.942, -2.396, -2.610], [1.593, 1.399, -4.826], [1.042, 5.449, -3.480], [-4.147, 0.891, 1.802], [-3.072, -0.641, -3.460], [2.629, -1.388, 1.964], [-2.077, 5.505, 1.211], [3.963, -1.652, -3.798], [4.620, 1.382, -0.841]]
}

=====

Entry 2:
{
  "formula": "C34H25B3FNO9S",
  "method": "ωB97M-V/def2-TZVPD",
  "e_lumo_ev": -1.01,
  "charge": 0,
  "homo_ev": -9.676,
  "fmax_ev_per_a": 2.1,
  "symbols": ["S", "F", "O", "O", "O", "O", "O", "O", "O", "O", "O", "N", "C", "C", "C", "C", "C", "C", "C", "C", "C", "C", "C", "C", "C", "C", "C", "C", "C", "C", "C", "C", "C", "C", "C", "C", "C", "C", "C", "C", "C", "C", "C", "C", "C", "C", "B", "B", "B", "H", "H", "H", "H", "H", "H", "H", "H", "H", "H", "H", "H", "H", "H", "H", "H", "H", "H", "H", "H", "H", "H", "H", "H", "H"],
  "coordinates": [[1.416, -3.204, 6.722], [-2.675, 2.414, 1.897], [-6.390, -3.834, -3.029], [4.195, 8.664, -0.707], [-2.312, -0.641, 2.304], [-0.759, -2.405, 2.795], [-3.257, -7.713, -1.093], [1.663, 1.046, 0.400], [5.892, 3.593, -0.528], [-0.585, 2.424, 2.599], [-1.758, -1.179, 4.512], [0.713, -1.571, 4.622], [-3.965, -5.474, -0.922], [-6.374, -7.526, -4.984], [-5.524, -8.520, -4.509], [-3.945, -6.824, -1.550], [-4.786, -7.054, -2.757], [4.588, 7.518, -0.637], [8.585, 6.540, -1.764], [4.137, 5.107, -0.113], [-3.162, -5.228, 0.184], [5.516, 4.747, -0.543], [-2.215, 1.333, 3.964], [-4.769, -4.456, -1.439], [6.832, 8.163, -1.488], [5.976, 7.162, -1.049], [-3.935, -2.950, 0.234], [2.009, 4.423, 0.769], [7.732, 5.536, -1.339], [-3.147, -3.970, 0.760], [8.132, 7.853, -1.844], [1.585, 5.748, 0.767], [-5.623, -6.049, -3.248], [0.857, -2.305, 5.587], [3.702, 6.433, -0.135], [-5.660, -4.705, -2.607], [0.948, -1.262, 0.556], [-0.573, -1.197, 0.513], [2.425, 6.749, 0.312], [-1.729, 2.112, 2.779], [-4.736, -8.286, -3.395], [1.563, -0.074, 1.270], [-4.747, -3.194, -0.860], [-6.423, -6.294, -4.356], [6.425, 5.841, -0.985], [3.283, 4.106, 0.330], [-2.115, -0.195, 3.598], [-0.605, -1.748, 3.998], [-1.235, -1.442, 1.901], [0.593, 5.997, 1.120], [2.095, 7.778, 0.305], [2.582, 1.294, 0.417], [-2.517, -3.783, 1.620], [2.559, -0.364, 1.589], [-4.079, -9.058, -3.020], [1.010, 0.178, 2.173], [1.342, -1.271, -0.451], [-5.479, -9.478, -5.008], [-1.544, 1.568, 4.772], [8.080, 4.515, -1.279], [-0.909, -2.011, -0.134], [6.478, 9.183, -1.545], [8.799, 8.635, -2.183], [9.604, 6.302, -2.035], [-3.916, -1.964, 0.681], [-5.363, -2.405, -1.268], [1.307, -2.152, 1.054], [1.346, 3.640, 1.115], [-2.548, -6.020, 0.587], [-7.079, -5.519, -4.726], [-3.228, 1.640, 4.188], [3.621, 3.082, 0.334], [-0.926, -0.288, 0.049], [-6.995, -7.714, -5.850]]
}

=====

Entry 3:
{
  "formula": "C34H25IrO4P",
  "method": "ωB97M-V/def2-TZVPD",
  "e_lumo_ev": [2.65, 1.73],
  "s2": 6.019,
  "charge": -1,
  "homo_ev": [-4.429, -4.896],
  "fmax_ev_per_a": 1.2,
  "spin_multiplicity": 5,
  "symbols": ["Ir", "P", "O", "O", "O", "O", "C", "C", "C", "C", "C", "C", "C", "C", "C", "C", "C", "C", "C", "C", "C", "C", "C", "C", "C", "C", "C", "C", "C", "C", "C", "C", "C", "C", "C", "C", "C", "C", "C", "C", "H", "H", "H", "H", "H", "H", "H", "H", "H", "H", "H", "H", "H", "H", "H", "H", "H", "H", "H", "H", "H", "H", "H", "H", "H"],
  "coordinates": [[1.370, 1.431, 0.048], [-0.956, -0.014, -0.334], [5.291, 2.462, 1.305], [3.028, 2.716, 1.411], [3.366, 2.054, -1.278], [4.548, 3.989, -1.114], [3.344, -1.005, 0.257], [-2.607, -0.877, -0.415], [-0.015, 3.373, -2.114], [-2.293, 3.018, -2.830], [1.551, -0.003, 1.626], [0.743, -0.006, 2.710], [3.893, -2.942, 2.131], [-0.033, 2.208, -1.352], [-0.058, -1.152, -1.463], [4.602, -2.926, 0.941], [1.430, -2.949, -2.973], [-3.211, -1.259, -1.609], [-0.431, 0.826, 2.881], [0.218, -0.884, -2.799], [4.016, 2.963, -0.801], [-0.619, 2.033, 2.197], [-3.261, -1.121, 0.786], [-1.216, 1.441, -1.398], [2.920, -1.996, 2.385], [-1.467, 0.388, 3.713], [1.158, -3.223, -1.643], [-5.126, -2.050, -0.399], [4.322, -1.944, 0.003], [-1.129, 3.771, -2.843], [-2.653, 1.089, 3.809], [-2.835, 2.258, 3.088], [-2.341, 1.839, -2.101], [-4.512, -1.712, 0.795], [-4.470, -1.831, -1.600], [0.963, -1.778, -3.546], [4.159, 2.656, 0.969], [-1.809, 2.728, 2.285], [0.419, -2.330, -0.893], [2.607, -1.004, 1.449], [0.220, -2.523, 0.152], [-3.770, 2.798, 3.153], [-3.248, 1.248, -2.074], [5.365, -3.668, 0.749], [-6.114, -2.491, -0.400], [4.101, -3.704, 2.873], [4.864, -1.910, -0.931], [-4.943, -2.108, -2.533], [0.207, 2.437, 1.597], [3.126, -0.247, -0.491], [1.538, -4.128, -1.192], [-1.342, -0.530, 4.273], [1.197, -1.552, -4.578], [2.390, -2.044, 3.325], [-5.013, -1.910, 1.732], [-3.167, 3.355, -3.376], [-3.456, 0.710, 4.428], [-2.688, -1.100, -2.542], [-1.948, 3.634, 1.713], [0.870, -0.734, 3.513], [-1.085, 4.679, -3.432], [2.016, -3.640, -3.563], [-2.778, -0.838, 1.711], [0.875, 3.990, -2.146], [-0.130, 0.036, -3.244]]
}